## P
The following is a DFT calculation (wB97M-V/def2-TZVPD) of a 10-piece molecular cluster, C30H80O10 overall.

Properties
E_HOMO in eV: -9.748
LUMO energy in eV: 0.515
Spin multiplicity: 1

Cartesian coordinates (Å):
C -9.2591 8.7540 8.7303
C -10.5918 8.5213 9.4378
C -10.3461 8.0788 10.8863
O -11.4632 9.6557 9.3650
H -9.4539 8.8107 7.6551
H -8.5595 7.9463 8.9271
H -8.8236 9.7000 9.0577
H -11.1309 7.6897 8.9800
H -10.3577 6.9939 11.0188
H -11.1985 8.3885 11.5144
H -9.4757 8.5263 11.3724
H -11.0550 10.3547 9.9010
C -15.8859 7.1594 17.8062
C -14.9848 8.3043 17.3254
C -13.7956 8.4929 18.2751
O -14.4211 7.9860 16.0517
H -16.5728 6.8759 17.0059
H -16.4257 7.4741 18.7041
H -15.3089 6.2767 18.1040
H -15.6166 9.2005 17.2990
H -13.0615 7.7083 18.1205
H -14.1258 8.5721 19.3103
H -13.3067 9.4394 18.0153
H -15.1112 8.0067 15.3550
C -15.5455 7.9394 12.1009
C -16.3309 8.9099 12.9535
C -17.6273 9.3821 12.3060
O -16.6532 8.3007 14.2211
H -16.0908 7.0029 11.9699
H -14.5068 7.8012 12.3846
H -15.4820 8.3674 11.0836
H -15.7962 9.8255 13.2070
H -18.3995 8.6141 12.3776
H -17.4662 9.5943 11.2460
H -17.9635 10.2815 12.8126
H -17.0953 7.4429 14.0678
C -12.6383 4.7103 13.1049
C -13.0308 5.3544 14.4012
C -13.6503 4.4215 15.4446
O -11.8916 6.0932 14.9908
H -12.0519 5.3820 12.4800
H -13.5469 4.4310 12.5666
H -11.9881 3.8295 13.2015
H -13.7795 6.1224 14.1063
H -12.8649 3.7650 15.8244
H -14.4632 3.7967 15.0700
H -14.0835 5.0681 16.2153
H -12.2239 6.4440 15.8362
C -14.9141 0.6064 12.9447
C -15.3233 -0.7863 13.2773
C -15.4298 -1.6908 12.0943
O -14.3523 -1.3548 14.2086
H -14.6418 1.1382 13.8617
H -15.7518 1.0985 12.4471
H -14.0075 0.6676 12.3369
H -16.1865 -0.8085 13.9468
H -15.6602 -2.7110 12.4212
H -14.4871 -1.7514 11.5483
H -16.2529 -1.4546 11.4098
H -13.4571 -1.0433 13.9754
C -17.4663 4.0402 15.5974
C -17.0705 4.8783 14.3926
C -16.7569 4.0353 13.1505
O -18.0592 5.8481 14.1150
H -17.7042 4.7023 16.4352
H -16.6120 3.4314 15.8962
H -18.3568 3.4299 15.4334
H -16.1571 5.4187 14.6535
H -17.6670 3.6272 12.7112
H -16.1316 3.1813 13.4150
H -16.1903 4.6816 12.4800
H -18.9558 5.5085 14.0977
C -8.4681 4.3501 18.0284
C -9.4596 5.2561 18.7818
C -10.4990 6.0341 17.9887
O -10.1182 4.3981 19.7610
H -7.9261 4.7383 17.1659
H -8.9949 3.4925 17.5785
H -7.7221 3.9899 18.7363
H -8.8116 5.9582 19.3388
H -11.0839 5.3374 17.3911
H -9.9802 6.6979 17.2928
H -11.0643 6.5898 18.7324
H -10.5501 4.9842 20.3956
C -6.6911 7.0775 13.2007
C -8.0225 6.5151 13.5475
C -8.0011 5.1582 14.2333
O -8.7250 7.4844 14.3733
H -6.8745 7.8130 12.4140
H -6.0011 6.3074 12.8566
H -6.2242 7.5874 14.0411
H -8.6649 6.3746 12.6600
H -9.0085 5.0005 14.6218
H -7.3531 5.1995 15.1105
H -7.7043 4.4205 13.4905
H -9.6322 7.1517 14.4832
C -7.0621 5.0627 9.5931
C -7.3280 3.7823 10.3699
C -8.7767 3.5784 10.7019
O -6.9163 2.6442 9.5973
H -7.2846 5.9265 10.2314
H -7.5888 5.0843 8.6462
H -5.9804 5.1388 9.4176
H -6.7779 3.7985 11.3215
H -8.8643 2.5500 11.0636
H -9.4825 3.6800 9.8778
H -9.0557 4.2517 11.5049
H -6.0003 2.7857 9.3329
C -10.4221 1.2496 12.6498
C -10.7437 0.4447 13.8775
C -11.4233 1.2349 14.9007
O -11.5769 -0.6733 13.5830
H -11.3044 1.8033 12.3200
H -10.0221 0.6131 11.8602
H -9.6671 2.0101 12.8696
H -9.8120 0.0191 14.2648
H -10.7849 2.0974 15.1633
H -11.4905 0.7129 15.8570
H -12.3742 1.6796 14.6158
H -11.0686 -1.3405 13.1107

These are the Löwdin partial charges, in e, on atoms 1 to 5: -0.05, -0.48, -0.06, -0.06, 0.08


## Q
The following is a DFT calculation (wB97M-V/def2-TZVPD) of a 10-piece molecular cluster, C30H80O10 overall.

Properties
E_HOMO in eV: -9.433
LUMO energy in eV: 0.341
Spin multiplicity: 1

Cartesian coordinates (Å):
C -3.4513 -3.8778 3.5259
C -2.6960 -4.3042 2.2763
C -2.3908 -3.1548 1.3550
O -1.4633 -4.9508 2.6489
H -3.6255 -4.7538 4.1479
H -4.4351 -3.4747 3.2643
H -2.9026 -3.1024 4.0626
H -3.2713 -5.0953 1.7920
H -3.2759 -2.7620 0.8414
H -1.7242 -3.4512 0.5426
H -1.9434 -2.3194 1.9023
H -0.8762 -4.2485 2.9618
C -4.3179 4.4429 1.2907
C -4.2734 2.9324 1.4449
C -4.5839 2.4896 2.8667
O -5.2396 2.3948 0.5247
H -3.3848 4.8850 1.6321
H -5.1414 4.8457 1.8844
H -4.5018 4.7088 0.2514
H -3.2920 2.5341 1.1571
H -4.7053 1.4076 2.9433
H -5.4690 2.9959 3.2494
H -3.7413 2.7371 3.5238
H -5.0677 1.4527 0.4350
C 2.3398 -6.5272 0.2450
C 1.3801 -5.8465 -0.7191
C 1.9020 -4.5010 -1.1493
O 1.2441 -6.6308 -1.9047
H 3.3106 -6.6633 -0.2356
H 1.9651 -7.5076 0.5579
H 2.4767 -5.9605 1.1678
H 0.4072 -5.7172 -0.2286
H 2.2239 -3.9087 -0.2898
H 1.1608 -3.9521 -1.7290
H 2.8065 -4.6087 -1.7531
H 1.1971 -7.5614 -1.6643
C -1.4986 0.6426 -0.5989
C -0.3127 0.1409 0.1900
C 0.3970 -0.9845 -0.5395
O 0.6785 1.1871 0.2374
H -1.1601 0.8201 -1.6223
H -1.8947 1.5730 -0.1944
H -2.2820 -0.1180 -0.6531
H -0.5434 -0.1455 1.2218
H 1.2873 -1.3434 -0.0155
H 0.7550 -0.6079 -1.4983
H -0.2476 -1.8622 -0.6165
H 0.3967 1.9451 0.7735
C 6.6990 -0.7464 -2.0311
C 5.4033 -0.5433 -2.7801
C 5.3559 -1.3427 -4.0610
O 4.3264 -0.9918 -1.9462
H 6.6929 -1.7539 -1.6089
H 6.8328 -0.0357 -1.2152
H 7.5710 -0.6776 -2.6867
H 5.2176 0.5132 -3.0012
H 4.5391 -1.0326 -4.7132
H 5.2010 -2.3998 -3.8271
H 6.2809 -1.2999 -4.6437
H 3.7442 -0.2433 -1.7464
C 1.8714 -3.1555 2.5507
C 1.4699 -2.5004 3.8646
C 1.5547 -0.9717 3.8484
O 0.1195 -2.9543 4.1204
H 1.0723 -2.9699 1.8276
H 1.9226 -4.2326 2.7052
H 2.8108 -2.7529 2.1825
H 2.0800 -2.9124 4.6754
H 0.6048 -0.5553 3.5027
H 2.2915 -0.6638 3.1049
H 1.8012 -0.5573 4.8241
H -0.2164 -2.5017 4.8994
C -0.6237 2.4194 3.3664
C -0.6067 3.7520 2.6504
C 0.4615 4.6968 3.1734
O -0.4064 3.5060 1.2546
H -0.8172 2.5707 4.4300
H 0.3223 1.8880 3.2436
H -1.4376 1.7979 2.9859
H -1.5892 4.2253 2.7758
H 0.2988 4.9480 4.2220
H 0.5303 5.6027 2.5712
H 1.4405 4.2096 3.0994
H -0.7824 4.2343 0.7395
C 2.9221 3.7377 -1.3525
C 3.5852 2.3868 -1.1522
C 4.0114 2.1616 0.2864
O 2.7142 1.3399 -1.5905
H 2.7516 3.9089 -2.4180
H 3.5565 4.5428 -0.9749
H 1.9471 3.8021 -0.8625
H 4.4637 2.3360 -1.8005
H 3.1388 2.0460 0.9317
H 4.6592 2.9684 0.6376
H 4.6204 1.2573 0.3803
H 2.0366 1.2217 -0.8992
C -2.9121 -1.8631 -5.4633
C -2.9588 -2.7291 -4.2103
C -2.3038 -2.0799 -3.0108
O -4.3247 -2.9577 -3.8301
H -3.2804 -2.4375 -6.3135
H -1.9111 -1.4681 -5.6381
H -3.5588 -0.9923 -5.3278
H -2.4748 -3.6870 -4.4300
H -1.3311 -1.6570 -3.2634
H -2.1659 -2.8251 -2.2249
H -2.9375 -1.2875 -2.6123
H -4.7738 -3.4048 -4.5533
C -1.0493 6.2858 -2.5528
C -2.0021 5.5790 -1.6025
C -2.0652 4.1039 -1.8770
O -1.5462 5.7035 -0.2398
H -1.4970 6.3724 -3.5437
H -0.0960 5.7559 -2.5936
H -0.8117 7.3107 -2.2475
H -3.0028 6.0191 -1.6777
H -1.0770 3.6533 -1.7493
H -2.4465 3.8919 -2.8746
H -2.7172 3.6020 -1.1565
H -1.4150 6.6389 -0.0558

These are the Löwdin partial charges, in e, on atoms 1 to 5: -0.06, -0.48, -0.07, -0.07, 0.08


Relative to the most stable structure, the computed energies are P 121.2; Q 0.0, all in kJ/mol.


## P
The following is a DFT calculation (wB97M-V/def2-TZVPD) of one molecule with the formula C9H19N3O4.

Properties
E_HOMO in eV: -9.010
LUMO energy in eV: 0.305
Spin multiplicity: 1

Cartesian coordinates (Å):
N -4.9409 0.2572 -0.5862
C -4.4728 -1.1035 -0.4378
C -3.3779 -1.1264 0.5700
C -2.3497 -0.1948 0.0862
C -1.1268 -0.1718 0.9814
C 0.1548 0.5391 0.4275
N 1.3895 0.3429 1.2462
C 2.5772 -0.2751 0.8167
O 3.4388 -0.4865 1.5564
C 2.9701 -0.4656 -0.6922
N 2.9461 0.8685 -1.1444
C 4.4423 -1.0825 -0.7236
O 5.3386 -0.1562 -0.0675
C -0.0480 2.1244 0.3614
O -1.3008 2.6846 0.4803
O 1.0889 2.6850 -0.0862
H -5.8249 0.4290 -1.1589
H -4.3541 1.0343 -0.9191
H -4.2057 -1.5448 -1.3907
H -5.2740 -1.7673 -0.0203
H -2.9934 -2.1079 1.0954
H -3.7754 -0.6986 1.6351
H -2.7897 0.8314 0.0640
H -1.9142 -0.3641 -1.0141
H -1.5014 0.1386 1.8356
H -1.0141 -1.2595 1.1005
H 0.6650 0.1087 -0.5189
H 1.2802 0.8421 2.2490
H 2.2041 -1.1347 -1.3313
H 2.4542 1.2315 -2.1375
H 3.8826 1.3655 -1.1346
H 4.3482 -1.9105 -0.1216
H 5.1711 -1.6388 -1.6563
H 5.0599 -0.1611 0.9534
H 1.8522 2.1671 -0.3178

These are the Löwdin partial charges, in e, on atoms 1 to 5: -0.04, -0.33, -0.26, -0.29, -0.16


## Q
The following is a DFT calculation (wB97M-V/def2-TZVPD) of one molecule with the formula C9H19N3O4.

Properties
E_HOMO in eV: -9.379
LUMO energy in eV: 0.542
Spin multiplicity: 1

Cartesian coordinates (Å):
N 3.1997 -2.0885 -1.3707
C 4.0695 -1.2811 -0.4755
C 3.2244 -0.7391 0.6337
C 2.1838 0.1754 0.0251
C 1.4143 0.8527 1.1531
C 0.1734 1.6072 0.6964
N -0.8225 0.6067 0.1414
C -2.0880 0.8200 -0.1934
O -2.5588 1.9388 -0.3850
C -2.9369 -0.4493 -0.3357
N -2.2916 -1.6044 0.2871
C -4.3992 -0.2711 0.0813
O -5.2555 -1.3014 -0.5105
C 0.5895 2.7424 -0.3539
O 1.6994 3.2049 -0.4757
O -0.4527 3.3082 -1.0109
H 2.7566 -2.7990 -0.8117
H 3.8029 -2.5107 -2.0368
H 4.6256 -0.5180 -0.9641
H 4.8390 -1.9061 -0.0501
H 3.7804 -0.1051 1.2764
H 2.8413 -1.5995 1.2447
H 2.5751 1.0537 -0.5332
H 1.4806 -0.3435 -0.6542
H 2.0812 1.6029 1.5873
H 1.0858 0.1975 1.9376
H -0.2490 2.1659 1.6181
H -0.4654 -0.3548 0.1742
H -3.0020 -0.5809 -1.4175
H -2.6086 -2.4115 -0.1961
H -2.5346 -1.6633 1.2909
H -4.4883 -0.3428 1.1816
H -4.7272 0.7751 -0.2538
H -6.2091 -1.0740 -0.4456
H -1.3328 2.8927 -0.8545

These are the Löwdin partial charges, in e, on atoms 1 to 5: 0.01, -0.29, -0.22, -0.21, -0.19


Relative to the most stable structure, the computed energies are P 557.9; Q 0.0, all in kJ/mol.


## P
The following is a DFT calculation (wB97M-V/def2-TZVPD) of one molecule with the formula C3H6FN.

Properties
E_HOMO in eV: -9.103
LUMO energy in eV: 1.205
Spin multiplicity: 1

Cartesian coordinates (Å):
N 1.2834 0.8264 -0.5474
C 0.8223 -0.4330 -0.0677
C -0.2827 -1.0334 -0.7977
C -0.6204 -0.3814 0.5854
F -1.1569 0.8157 0.8627
H 0.5781 1.4949 -0.4086
H 1.7911 0.8819 -1.4177
H 1.4700 -0.9985 0.4929
H -0.6972 -0.3220 -1.5569
H -0.4664 -2.0479 -0.8589
H -0.7622 -1.0471 1.4964

These are the Löwdin partial charges, in e, on atoms 1 to 5: 0.05, -0.34, -0.05, -0.25, 0.01


## Q
The following is a DFT calculation (wB97M-V/def2-TZVPD) of one molecule with the formula C3H6FN.

Properties
E_HOMO in eV: -9.578
LUMO energy in eV: 0.798
Spin multiplicity: 1

Cartesian coordinates (Å):
C 1.5923 -0.2823 -0.5262
C 0.6651 0.6308 -0.2481
F 0.7440 2.0855 -0.2381
C -0.7190 0.5788 0.4321
N -1.4600 -0.7914 0.2729
H 2.8114 -0.3308 -0.5671
H 0.9834 -1.2455 -0.4030
H -1.4884 1.1106 -0.1097
H -0.4949 0.8513 1.5815
H -0.7579 -1.7239 0.5903
H -1.8762 -0.8832 -0.7846

These are the Löwdin partial charges, in e, on atoms 1 to 5: 0.03, -0.31, -0.08, -0.22, -0.11


Relative to the most stable structure, the computed energies are P 0.0; Q 143.5, all in kJ/mol.


## P
The following is a DFT calculation (wB97M-V/def2-TZVPD) of an isolated ion of composition CH8N2P and charge +1.

Properties
E_HOMO in eV: -14.362
LUMO energy in eV: -3.748
Spin multiplicity: 1
Charge: +1

Cartesian coordinates (Å):
N -0.4208 1.1899 -0.1120
C 0.0412 0.0315 0.4912
N -0.8192 -1.2316 -0.2590
P 1.9470 -0.0866 0.1525
H 0.1458 1.6246 -0.8284
H -1.3911 1.2621 -0.3745
H -0.4330 -0.2659 1.5992
H -1.7865 -0.9591 -0.2824
H -0.3132 -1.4997 -1.0721
H -0.7637 -2.1503 0.1635
H 1.7632 0.3033 -1.3111
H 2.2359 1.2051 0.6990

These are the Löwdin partial charges, in e, on atoms 1 to 5: -0.02, -0.58, 0.16, 0.84, 0.07


## Q
The following is a DFT calculation (wB97M-V/def2-TZVPD) of a 2-piece molecular cluster, CH8N2P overall.

Properties
E_HOMO in eV: -14.676
LUMO energy in eV: -3.941
Spin multiplicity: 1
Charge: +1

Cartesian coordinates (Å):
C -0.3255 -1.0639 -0.2513
N 0.8409 1.1984 -0.1230
N -1.2367 -0.1620 0.2114
P 1.4524 -0.5596 0.0951
H -0.0905 -1.1807 -1.8444
H -0.4224 -2.1843 -0.1170
H 1.3663 1.9501 0.3467
H 0.7216 1.4651 -1.1643
H -1.1962 -0.0056 1.2201
H -0.1978 0.9946 0.2641
H -2.2127 -0.1065 -0.1582
H 1.3006 -0.3455 1.5205

These are the Löwdin partial charges, in e, on atoms 1 to 5: -0.55, -0.15, -0.09, 0.93, 0.22


## R
The following is a DFT calculation (wB97M-V/def2-TZVPD) of a 2-piece molecular cluster, CH8N2P overall.

Properties
E_HOMO in eV: -14.304
LUMO energy in eV: -3.882
Spin multiplicity: 1
Charge: +1

Cartesian coordinates (Å):
C 0.9774 -0.0727 -0.4353
N -1.5790 -0.1530 0.1146
N 0.7520 0.4713 0.9071
P -0.5300 -1.0946 -0.9541
H 2.3080 -1.0147 -0.3134
H 1.3173 0.6727 -1.1434
H -2.1513 0.5427 -0.3550
H -2.2111 -0.7426 0.6489
H 1.1408 1.4051 1.0508
H -0.3592 0.4529 0.9319
H 1.0877 -0.1476 1.6492
H -0.7527 -0.3195 -2.1012

These are the Löwdin partial charges, in e, on atoms 1 to 5: -0.42, -0.27, 0.03, 0.88, 0.24


Relative to the most stable structure, the computed energies are P 0.0; Q 74.4; R 23.4, all in kJ/mol.


## P
The following is a DFT calculation (wB97M-V/def2-TZVPD) of a 2-piece molecular cluster, C3H2BrNO2 overall.

Properties
E_HOMO in eV: -9.535
LUMO energy in eV: -0.497
Spin multiplicity: 1

Cartesian coordinates (Å):
O -1.9031 -1.5203 0.8249
C -1.7621 -0.5930 0.1496
C -1.7688 0.2894 -0.7696
Br -1.5910 2.0807 0.0347
H -1.3954 0.2366 -1.7156
N 2.3467 -0.8181 0.4471
C 2.1510 0.3647 0.3206
O 2.2498 1.5345 0.1629
H 1.6729 -1.5746 0.5455

These are the Löwdin partial charges, in e, on atoms 1 to 5: 0.19, -0.38, -0.47, 0.64, 0.02


## Q
The following is a DFT calculation (wB97M-V/def2-TZVPD) of one molecule with the formula C3H2BrNO2.

Properties
E_HOMO in eV: -10.193
LUMO energy in eV: -2.035
Spin multiplicity: 1

Cartesian coordinates (Å):
C 0.5845 -0.0100 0.8826
C -0.9576 1.4772 0.0372
C -1.5141 0.1817 -0.5802
N 0.2643 1.2734 0.6648
O -1.5508 2.5291 -0.0189
O -0.0203 -0.9973 0.4596
Br -3.1966 -0.3598 0.1400
H 1.6483 -0.2794 1.2960
H -1.4509 -0.3750 -1.5555

These are the Löwdin partial charges, in e, on atoms 1 to 5: -0.36, -0.60, -0.29, 0.11, 0.08


Relative to the most stable structure, the computed energies are P 0.0; Q 135.3, all in kJ/mol.


## P
The following is a DFT calculation (wB97M-V/def2-TZVPD) of one molecule with the formula CHIN2O2S.

Properties
E_HOMO in eV: -9.858
LUMO energy in eV: -0.213
Spin multiplicity: 1

Cartesian coordinates (Å):
C -0.8508 -0.8008 1.0545
N -0.3542 -1.5289 2.0972
N -0.0076 0.0092 0.4291
O 1.8605 -2.5884 1.6067
O 1.2756 -0.0778 0.9204
S 1.3093 -1.3972 2.1812
I -2.8291 -0.9041 0.4457
H -0.1188 0.3956 -0.5016

These are the Löwdin partial charges, in e, on atoms 1 to 5: -0.95, -0.22, -0.10, -0.43, -0.30


## Q
The following is a DFT calculation (wB97M-V/def2-TZVPD) of a 2-piece molecular cluster, CHIN2O2S overall.

Properties
E_HOMO in eV: -9.955
LUMO energy in eV: -0.555
Spin multiplicity: 1

Cartesian coordinates (Å):
C 2.1955 0.3957 -1.8410
N 2.4681 0.2079 -0.7693
N -0.2032 0.4193 -0.0615
O 1.3910 2.2528 0.4971
O 2.6151 -0.1849 0.3666
S 0.7422 1.0644 1.0653
I 1.9221 1.3383 -3.5898
H -0.6359 -0.4668 0.3655

These are the Löwdin partial charges, in e, on atoms 1 to 5: -0.66, -0.27, -0.29, -0.51, -0.11


Relative to the most stable structure, the computed energies are P 0.0; Q 189.0, all in kJ/mol.